(1)
{"formula": "C39H34BrInN10O6SSe", "method": "ωB97M-V/def2-TZVPD", "homo_lumo_gap_ev": 7.2, "e_homo_ev": -8.1, "molar_mass_g_mol": 1044.51, "spin_multiplicity": 1, "symbols": ["In", "C", "C", "N", "C", "S", "N", "N", "C", "C", "C", "C", "C", "C", "C", "N", "H", "H", "H", "H", "H", "H", "H", "H", "H", "H", "H", "H", "H", "Br", "C", "C", "C", "C", "C", "C", "N", "C", "C", "C", "C", "C", "C", "N", "H", "H", "H", "H", "H", "H", "H", "H", "H", "O", "C", "C", "C", "C", "O", "N", "H", "H", "H", "H", "O", "C", "O", "C", "C", "C", "C", "C", "C", "N", "O", "O", "H", "H", "H", "H", "Se", "N", "C", "C", "C", "C", "C", "C", "N", "H", "H", "H", "H"], "xyz": [[-0.36224, -0.98579, 0.44679], [2.28452, 4.38238, 1.97664], [1.65607, 4.20709, 0.58995], [0.37983, 3.48459, 0.62856], [0.18231, 2.19914, 1.06708], [1.45390, 1.00131, 0.78960], [-1.01082, 2.02624, 1.61282], [-1.32501, 0.69815, 1.84343], [-2.31524, 0.46349, 2.58207], [-3.20117, 1.46903, 3.29320], [-2.59510, -0.94978, 2.81050], [-3.55515, -1.49349, 3.71104], [-3.67581, -2.87518, 3.88967], [-2.74071, -3.67418, 3.26509], [-1.86708, -3.10547, 2.36689], [-1.86676, -1.81813, 2.10221], [3.24549, 4.79314, 1.97384], [2.24089, 3.43660, 2.54664], [1.64370, 5.08766, 2.59207], [2.38262, 3.73019, -0.08424], [1.47813, 5.15114, 0.12190], [-0.43726, 4.00765, 0.89603], [-3.11016, 2.46311, 2.86051], [-2.99088, 1.53078, 4.36578], [-4.25158, 1.15605, 3.20456], [-4.25932, -0.86172, 4.18126], [-4.35482, -3.35133, 4.64364], [-2.56642, -4.72224, 3.42792], [-1.29738, -3.73740, 1.73526], [-0.60876, -2.64366, 7.59989], [0.22517, -2.44059, 5.90725], [0.37247, -1.12643, 5.31003], [0.84156, -1.07272, 4.05163], [1.10488, -2.27761, 3.35194], [1.04467, -3.49999, 3.89607], [0.55359, -3.57178, 5.17544], [1.32545, -2.13649, 1.91331], [2.32651, -2.65678, 1.30531], [2.41796, -2.54699, -0.17546], [3.54536, -2.98950, -0.78117], [3.62302, -2.84735, -2.20021], [2.49838, -2.31677, -2.82988], [1.41874, -1.84845, -2.10210], [1.40889, -1.96355, -0.78944], [0.12378, -0.28044, 5.90390], [0.99334, -0.15508, 3.57484], [1.25669, -4.40330, 3.36654], [0.41218, -4.52719, 5.67681], [3.15419, -3.14319, 1.86671], [4.31775, -3.43185, -0.19777], [4.48232, -3.29109, -2.69122], [2.53163, -2.21013, -3.90933], [0.54352, -1.30483, -2.50473], [-0.03598, -4.50943, -0.77187], [-1.07872, -3.86132, -0.96981], [-2.16553, -4.34656, -1.95072], [-3.36920, -3.43113, -1.78788], [-2.76764, -2.31825, -0.87601], [-3.28337, -1.30599, -0.52453], [-1.45136, -2.64151, -0.48559], [-2.31070, -5.38427, -1.83196], [-1.69684, -4.27253, -2.96097], [-4.23752, -3.86581, -1.30509], [-3.58535, -2.88728, -2.72720], [-1.55906, -0.38146, -2.99036], [-1.53081, 0.41036, -2.08650], [-0.77545, 0.41589, -1.09709], [-2.63132, 1.47180, -2.13826], [-3.72840, 1.24170, -2.95780], [-4.62402, 2.26451, -3.22590], [-4.41131, 3.46168, -2.59813], [-3.38093, 3.67739, -1.68526], [-2.48031, 2.65047, -1.47291], [-5.31957, 4.58175, -2.93852], [-5.29193, 5.55719, -2.22274], [-6.05556, 4.46953, -3.90609], [-3.86202, 0.26952, -3.43878], [-5.51774, 2.16569, -3.80599], [-3.30917, 4.56855, -1.10534], [-1.64221, 2.78267, -0.84524], [2.61198, 1.70099, -2.84316], [4.27688, 1.48066, -2.25054], [5.07091, 2.13772, -3.06545], [6.51735, 2.17419, -2.91901], [7.32812, 2.69108, -3.86110], [6.69016, 3.35077, -5.02201], [5.36143, 3.24762, -5.29059], [4.45733, 2.69387, -4.28831], [3.15738, 2.60242, -4.37727], [6.90916, 1.79706, -1.96131], [8.36684, 2.68799, -3.69982], [7.31056, 3.89078, -5.67829], [4.96610, 3.73435, -6.19574]], "atomic_forces_ev_per_a": [[0.4, 0.4, 0.3], [-2.9, 0.0, 1.2], [0.6, -0.9, 0.2], [0.2, -0.4, 0.2], [0.6, -0.2, -0.5], [-0.8, 0.3, 0.5], [0.3, -1.0, 0.0], [1.2, 1.6, -1.1], [-1.7, 0.3, 1.4], [-0.1, -0.1, -0.4], [-1.0, -2.3, 0.6], [0.4, -0.1, -1.0], [0.4, -0.1, 1.1], [0.5, -0.3, 0.0], [-1.2, 0.3, -0.1], [1.1, 0.8, 0.2], [1.6, 0.4, -0.2], [0.4, 0.3, -0.4], [0.6, -0.6, -0.7], [-0.4, -0.4, 0.2], [-0.3, 0.7, -0.2], [0.0, 0.6, 0.0], [0.2, -0.1, 0.0], [0.2, -0.1, -0.1], [0.3, 0.0, -0.1], [-0.4, 0.7, 0.6], [0.4, 0.9, -0.9], [-0.6, -0.3, 0.3], [0.9, -0.4, -0.4], [0.2, 0.1, -0.2], [-0.1, 1.1, -1.3], [-0.3, -2.7, 2.1], [0.1, -1.6, -0.7], [0.9, 2.4, -2.6], [-0.3, -0.7, 0.6], [-0.4, -0.2, 2.3], [0.3, -0.6, 0.3], [-0.7, 0.5, 0.9], [0.0, 0.0, 1.8], [0.3, 0.1, -2.4], [-1.0, -0.6, 1.8], [1.4, -0.1, -1.0], [-0.5, 0.6, 0.2], [-0.7, 0.5, 0.0], [-0.1, 0.7, 0.2], [0.1, 1.2, -0.9], [0.1, -0.3, -0.5], [0.1, 0.1, -0.2], [-0.5, 0.2, -0.4], [0.5, -0.3, 0.2], [-0.2, 0.4, -0.3], [-0.3, 0.0, 0.1], [0.5, -0.5, -0.2], [-1.4, 1.3, 0.2], [0.4, -0.8, -0.8], [1.0, 0.6, -0.8], [1.4, 1.4, 0.0], [1.4, -1.9, -0.3], [-1.1, 1.4, 0.5], [-0.2, -0.3, -0.4], [-0.4, -1.2, 0.4], [-0.3, 0.2, 0.6], [-0.2, 0.0, -0.2], [-0.4, -0.5, 0.5], [0.8, -1.9, -1.7], [-3.0, 0.9, -0.4], [1.5, 0.2, 1.8], [0.6, -1.0, -0.6], [-0.3, -0.3, -0.6], [0.2, -0.5, 0.5], [0.2, 1.0, 0.4], [-0.5, -0.4, -0.2], [-0.6, 0.8, -0.3], [-0.3, -0.2, 0.0], [0.1, 0.3, 0.2], [0.3, -0.2, 0.2], [0.2, 0.4, 0.2], [-0.1, -0.2, -0.5], [0.0, 0.7, -0.1], [0.7, 0.1, 0.7], [0.4, 0.6, -1.2], [0.0, 0.8, 0.0], [0.4, -0.5, -0.9], [-0.1, -0.4, 1.2], [-2.5, 0.9, -0.5], [-0.3, -1.5, 1.0], [0.0, 1.0, 0.2], [0.7, -0.4, 0.4], [-0.3, -0.7, 1.0], [-0.1, 0.0, -0.6], [1.2, 0.2, -0.1], [0.7, 0.4, -0.9], [0.0, -0.4, 0.6]], "lowdin_charge": [0.7168, -0.0882, -0.2570, -0.0183, -0.7687, 0.6328, 0.0258, -0.0019, -0.2665, -0.0025, -0.1832, 0.0247, -0.0311, -0.0444, -0.1288, 0.0604, 0.0435, 0.0624, 0.0905, 0.0853, 0.1021, 0.1233, 0.0707, 0.0918, 0.0852, 0.0929, 0.1323, 0.1120, 0.1029, 0.7266, -0.6555, -0.0814, -0.0239, -0.2515, -0.0488, -0.1359, 0.0679, -0.0257, -0.2814, 0.0121, 0.0041, -0.0261, -0.0961, 0.0495, 0.0982, 0.0766, 0.1258, 0.1050, 0.1547, 0.1095, 0.1133, 0.1166, 0.1151, 0.0173, -0.4835, -0.0885, -0.0492, -0.4784, 0.0887, 0.0527, 0.0955, 0.1373, 0.1168, 0.1283, 0.0632, -0.6497, -0.1163, -0.1065, 0.0134, 0.0073, -0.1452, 0.0251, -0.0005, -0.3541, 0.0708, 0.0643, 0.1261, 0.1153, 0.1096, 0.0792, 1.0880, -0.2365, -0.3972, -0.0447, -0.0623, -0.0667, -0.0283, -0.4079, -0.1947, 0.1162, 0.0840, 0.0816, 0.1161]}



(2)
{"formula": "C33H26BF4O21", "method": "ωB97M-V/def2-TZVPD", "homo_lumo_gap_ev": 6.0, "e_homo_ev": -6.7, "molar_mass_g_mol": 845.35, "charge": -1, "spin_multiplicity": 1, "symbols": ["B", "F", "F", "F", "F", "C", "C", "C", "O", "C", "C", "C", "O", "O", "O", "H", "H", "H", "H", "C", "C", "C", "O", "C", "C", "C", "O", "O", "O", "H", "H", "H", "H", "C", "C", "C", "O", "C", "C", "C", "O", "O", "O", "H", "H", "H", "H", "C", "C", "C", "O", "C", "C", "C", "O", "O", "O", "H", "H", "H", "H", "C", "C", "C", "O", "C", "C", "C", "O", "O", "O", "H", "H", "H", "H", "C", "C", "O", "C", "H", "H", "H", "H", "H", "H"], "xyz": [[0.71797, -1.10797, -0.76733], [1.86368, -0.37590, -1.15454], [1.09481, -2.39176, -0.39661], [0.24839, -0.58198, 0.39996], [-0.14988, -1.18329, -1.71056], [-3.05630, -5.84764, -3.57720], [-4.12248, -5.25710, -2.68196], [-3.78218, -3.95340, -1.85958], [-4.62962, -3.54917, -1.02416], [-2.48540, -3.48357, -1.89470], [-1.39933, -4.23712, -2.72948], [-1.71168, -5.25889, -3.65364], [-0.97637, -5.61905, -4.50308], [-0.11409, -3.85669, -2.78269], [-5.37823, -5.82096, -2.49614], [-3.33477, -6.85690, -4.08322], [-2.19621, -2.66884, -1.19830], [0.05812, -3.17209, -2.14952], [-5.96547, -5.37113, -1.83774], [-5.01661, 2.59076, 0.75070], [-3.89982, 1.60249, 0.72698], [-4.15278, 0.27712, 1.44686], [-3.28086, -0.52669, 1.44921], [-5.44159, -0.09202, 1.79540], [-6.56596, 1.12958, 1.98407], [-6.29339, 2.42293, 1.54894], [-6.97428, 3.41337, 1.78185], [-7.83360, 0.67598, 2.26406], [-2.67952, 1.74180, 0.17366], [-4.83415, 3.60649, 0.22236], [-5.57362, -1.13021, 2.11799], [-8.47483, 1.40564, 2.03552], [-2.14776, 0.90716, 0.23110], [5.15536, 5.77717, -1.42802], [4.04842, 6.30682, -0.54984], [2.90796, 5.48667, -0.25315], [1.97016, 5.97227, 0.36500], [2.91905, 4.19648, -0.75419], [4.02721, 3.63122, -1.69016], [5.22728, 4.46255, -1.87813], [6.30422, 3.95168, -2.41052], [3.92666, 2.37870, -2.34216], [4.06207, 7.59835, -0.03693], [6.04091, 6.42243, -1.69151], [2.28930, 3.40879, -0.50317], [3.13265, 1.74562, -2.08265], [3.21547, 7.64681, 0.45227], [5.87439, -3.98865, -4.16141], [5.00537, -3.33828, -5.30396], [3.73198, -2.70993, -4.99342], [3.04406, -2.37149, -5.93418], [3.24449, -2.59484, -3.60277], [4.09395, -3.22207, -2.46737], [5.32737, -3.90800, -2.75287], [6.05971, -4.33596, -1.82045], [3.55214, -3.18277, -1.18228], [5.53148, -3.36431, -6.48818], [6.80376, -4.60942, -4.32917], [2.32982, -2.15496, -3.38218], [2.80222, -2.77617, -1.10657], [5.08185, -2.84453, -7.20956], [-0.57812, 4.74070, 5.24249], [-1.13072, 5.58261, 4.06763], [-1.31016, 5.07720, 2.68105], [-1.65928, 5.73962, 1.74956], [-0.88732, 3.69058, 2.47461], [-0.47163, 2.77688, 3.61722], [-0.25549, 3.37153, 5.02755], [0.12831, 2.72147, 6.03675], [-0.11163, 1.43421, 3.44453], [-1.32176, 6.89768, 4.13673], [-0.64003, 5.08471, 6.31217], [-1.07673, 3.22188, 1.68956], [-0.58867, 1.13366, 2.56636], [-1.88532, 7.38286, 3.56802], [1.38405, -2.97587, 4.54016], [-0.08428, -2.95886, 4.25084], [-0.85542, -3.10801, 5.33693], [-0.64093, -3.08687, 2.89416], [1.78542, -2.29079, 5.35384], [1.80018, -2.42149, 3.66416], [1.71932, -3.91118, 4.82192], [-0.89942, -4.09772, 2.56888], [-0.05087, -2.50147, 2.22526], [-1.59102, -2.51842, 2.83896]], "atomic_forces_ev_per_a": [[3.2, 0.7, 2.9], [0.4, 0.2, -0.5], [0.9, -2.1, -0.3], [-1.2, 1.6, 1.4], [-3.4, 0.0, -3.8], [-5.8, 0.0, 3.2], [2.5, -1.3, -2.0], [-2.9, -1.9, 1.7], [0.9, -0.7, -1.9], [6.2, -1.7, -2.7], [-1.7, 6.3, 4.7], [-4.0, -1.9, -0.3], [2.6, -0.8, -2.0], [-1.7, -1.5, -0.4], [1.7, 0.6, -0.4], [0.8, 2.1, 0.8], [-0.1, -0.7, -0.8], [0.2, 1.1, 0.9], [1.4, 0.3, -0.6], [4.3, -1.2, -1.0], [-3.5, 2.8, 0.7], [-0.3, 2.1, -1.8], [3.0, -1.9, 0.2], [-6.7, 5.0, 2.2], [1.9, -10.4, 0.0], [3.1, 3.7, -2.0], [-0.6, -0.9, 0.1], [1.0, 2.1, -0.5], [-1.0, 0.1, 0.3], [-0.5, -1.9, 1.2], [-0.5, 0.6, 0.0], [0.8, -0.7, 0.5], [-0.8, 0.3, 0.2], [-2.3, 5.0, 3.5], [6.0, 1.3, -3.2], [-1.2, 0.0, 0.5], [-0.2, 0.5, 0.5], [5.3, -4.5, -4.9], [-5.6, -1.1, 2.5], [4.0, -3.5, -2.8], [-4.2, 2.0, 2.0], [-0.9, 1.7, 2.1], [-0.2, -2.7, -1.0], [-1.2, -0.7, 0.6], [-1.7, -0.6, 0.6], [2.0, 2.2, -0.2], [0.0, 0.0, 0.0], [-4.2, 2.1, -3.2], [5.5, -3.5, 6.1], [-1.7, 0.3, 1.4], [-0.3, 0.5, -0.9], [6.1, -3.6, 3.3], [-7.6, 3.9, -2.1], [4.5, -1.5, 0.6], [-2.0, 0.8, -1.8], [9.9, -4.8, -3.0], [0.0, 0.5, -2.3], [-1.3, 1.1, 0.1], [-1.4, 0.8, 0.2], [-7.4, 4.1, 0.3], [-0.1, -0.6, 1.4], [-3.2, 4.7, -4.0], [1.8, -1.4, 3.9], [1.6, -3.3, 0.3], [-0.9, 1.6, -0.5], [2.4, -0.5, 11.5], [-0.1, 1.9, -3.5], [0.7, -2.1, 2.0], [-0.8, 0.8, -3.0], [-2.5, 2.1, -1.9], [1.4, -0.6, 3.3], [0.4, -0.1, -1.5], [-1.5, -3.6, -7.3], [1.6, 0.6, 2.3], [-0.9, -0.2, -1.8], [0.3, 4.9, -1.1], [-3.6, -2.4, 7.6], [3.1, 1.0, -5.5], [-1.5, 1.6, -0.2], [-1.4, -0.7, -0.4], [0.7, -1.5, 0.2], [0.8, -2.1, -0.3], [0.6, 0.1, 0.1], [0.9, -0.3, -1.0], [0.1, -0.5, 0.4]], "lowdin_charge": [-1.4662, 0.1044, 0.1269, 0.1506, 0.2579, 0.0769, -0.1125, -0.3830, 0.0293, 0.0923, -0.1055, -0.4539, 0.1606, 0.1411, 0.0313, 0.1400, 0.1252, 0.0693, 0.1267, 0.0880, -0.1594, -0.4558, 0.1249, 0.1483, -0.0942, -0.4220, 0.0954, 0.0664, 0.0799, 0.1399, 0.1216, 0.1419, 0.1266, 0.0681, -0.1185, -0.4401, 0.1010, 0.0948, -0.0612, -0.3562, 0.0505, 0.0504, 0.0796, 0.1396, 0.0885, 0.1763, 0.1103, 0.1175, -0.2066, -0.3911, 0.0964, 0.1393, -0.0755, -0.3579, 0.0622, 0.1424, 0.0925, 0.1186, 0.0774, -0.0384, 0.1593, 0.0812, -0.1322, -0.3874, 0.1296, 0.1112, -0.0773, -0.3600, 0.0616, 0.0455, 0.1029, 0.1311, 0.0021, 0.1603, 0.1050, -0.0356, -0.3868, -0.0593, -0.0221, 0.1069, 0.0895, 0.0546, 0.1043, 0.0522, 0.0906]}